No. 1
Computed, not measured: a structure of composition C32H37ClFN5O6S2Sb2Ti, with wB97M-V/def2-TZVPD.

Atoms and positions in Å:
Ti 0.319 -0.694 0.354
S -0.905 -2.768 -2.528
C 0.730 -2.887 -1.942
N 1.320 -2.221 -0.975
C 2.662 -2.645 -0.831
C 3.610 -2.169 0.080
C 4.873 -2.726 0.084
C 5.223 -3.749 -0.802
C 4.300 -4.233 -1.704
C 3.027 -3.670 -1.705
S 1.699 -4.068 -2.734
H 3.358 -1.397 0.791
H 5.602 -2.365 0.797
H 6.220 -4.166 -0.777
H 4.553 -5.027 -2.394
C -0.416 4.715 2.727
Sb 1.330 3.828 1.879
C 2.731 5.103 2.877
C 1.294 4.981 0.043
C 2.626 4.952 -0.637
C 3.531 5.987 -0.382
C 4.785 6.027 -0.964
C 5.164 5.023 -1.844
C 4.282 3.991 -2.109
C 3.024 3.924 -1.506
C 2.151 2.741 -1.801
Sb 2.736 0.924 -0.794
C 4.047 0.181 -2.312
C 4.181 1.565 0.631
H -1.274 4.457 2.111
H -0.293 5.797 2.762
H -0.576 4.336 3.735
H 2.406 6.142 2.824
H 3.720 5.009 2.429
H 2.796 4.805 3.924
H 1.022 6.003 0.308
H 0.484 4.568 -0.556
H 3.226 6.785 0.285
H 5.456 6.847 -0.745
H 6.132 5.049 -2.326
H 4.570 3.216 -2.809
H 2.218 2.474 -2.859
H 1.103 2.917 -1.568
H 4.749 -0.526 -1.874
H 4.599 1.005 -2.759
H 3.473 -0.329 -3.086
H 5.127 1.063 0.426
H 3.842 1.321 1.636
H 4.321 2.642 0.545
Cl 0.703 -4.756 3.399
C 0.647 -3.016 3.340
C -0.132 -2.373 4.451
C 0.989 -0.078 4.161
C 1.268 -0.035 2.859
N 1.315 -1.095 1.931
C 1.267 -2.455 2.297
H -0.240 -3.118 5.244
H 0.963 0.888 4.653
H 1.396 0.933 2.382
H 1.720 -3.119 1.574
F 1.153 -0.158 7.104
C 0.167 -0.809 6.379
C 0.701 -1.244 5.073
N -1.478 -1.991 3.986
C -1.955 -2.464 2.706
C -1.463 -1.608 1.590
O -1.297 -0.374 1.683
O -1.023 -2.126 0.471
C -2.507 -1.816 4.933
O -3.678 -1.923 4.578
N -2.163 -1.575 6.212
C -1.056 -0.933 6.970
O -1.420 -0.576 8.099
H 1.675 -1.719 5.285
H -3.048 -2.373 2.752
H -1.710 -3.505 2.488
H -2.978 -1.487 6.803
N -1.355 0.422 -2.525
C -2.171 0.868 -1.376
C -1.324 1.685 -0.423
O -1.612 2.777 -0.018
O -0.165 1.086 -0.130
H -1.800 0.662 -3.402
H -1.012 -1.392 -2.478
H -0.454 0.887 -2.515
H -2.540 -0.002 -0.822
H -3.033 1.453 -1.685

Output
Gap between HOMO and LUMO (spin up / spin down)   3.73 / 3.72 eV
Multiplicity   1
Charge   0

***

No. 2
Computed, not measured: the ion C6H10N with charge +1, with wB97M-V/def2-TZVPD.

Atoms and positions in Å:
C -0.379 -1.433 -2.223
C -0.190 -0.735 -1.130
C 0.979 0.037 -0.635
C 0.177 0.282 0.670
C 0.814 0.432 2.000
N -0.939 1.245 0.283
C -0.847 -0.576 0.090
H -1.295 -1.941 -2.416
H 0.474 -1.368 -3.014
H 1.644 -0.700 -0.491
H 1.196 0.881 -1.240
H 0.047 0.567 2.855
H 1.502 1.301 2.040
H 1.447 -0.429 2.232
H -1.206 1.838 -0.595
H -1.663 1.463 0.990
H -1.762 -0.867 0.585

Output
Gap between HOMO and LUMO   9.70 eV
SMILES   C=C1C[C@@]2(C)[NH2+][C@@H]12
Multiplicity   1
Charge   +1

***

The following maximum force values (in eV Å⁻¹) correspond, in order, to the records above: 1.0, 4.3.
The following energy above the lowest of the compared OMol25 structures with the same formula, charge and spin values (in kJ/mol) correspond, in order, to the records above: 425.4, 230.8.